ORCA calculation (ωB97M-V/def2-TZVPD) on C30H86B3Mn2O16 as an isolated structure at a distorted geometry.

Geometry as ORCA input:
```
! RIJCOSX wB97M-V def2-TZVPD def2/J DEFGRID3
* xyz -1 11
Mn 2.220 2.340 -1.273
Mn 4.363 -0.153 -0.155
O 0.094 2.128 -1.400
C -0.011 1.047 -0.481
C 1.072 -0.115 -0.507
O 2.426 0.340 -0.478
H -1.056 0.712 -0.412
H 0.056 1.491 0.529
H 0.968 -0.687 -1.434
H 0.963 -0.779 0.353
B 4.199 -2.090 1.214
H 3.330 -2.690 0.771
H 4.639 -2.640 2.117
H 4.994 -1.944 0.414
H 3.835 -1.076 1.562
B 3.059 1.741 -3.386
H 3.623 1.852 -4.378
H 3.692 1.858 -2.465
H 2.259 2.546 -3.363
H 2.470 0.757 -3.313
B 5.255 1.463 1.218
H 6.326 1.809 0.968
H 4.602 1.547 0.296
H 5.283 0.364 1.483
H 4.842 2.145 2.045
C -4.230 3.000 -1.020
O -4.140 4.303 -1.556
C -2.845 4.620 -2.070
C -2.360 3.771 -3.224
O -2.933 3.971 -4.497
C -4.199 3.387 -4.651
H -4.899 3.019 -0.146
H -3.281 2.610 -0.651
H -4.850 2.349 -1.646
H -2.131 4.643 -1.245
H -3.034 5.644 -2.405
H -2.425 2.706 -2.963
H -1.295 3.934 -3.391
H -4.868 3.628 -3.821
H -4.143 2.294 -4.732
H -4.688 3.728 -5.564
C 0.213 -1.048 -4.241
O 0.671 0.132 -4.830
C -0.365 1.004 -5.253
C 0.157 2.411 -5.451
O 1.459 2.345 -5.970
C 1.922 3.613 -6.425
H -0.465 -0.780 -3.419
H 0.928 -1.566 -3.594
H -0.239 -1.780 -4.916
H -1.287 1.045 -4.665
H -0.635 0.570 -6.225
H 0.152 2.971 -4.508
H -0.458 2.960 -6.176
H 2.868 3.346 -6.890
H 2.195 4.244 -5.571
H 1.256 4.241 -7.020
C -3.046 -5.097 1.303
O -3.161 -6.095 0.311
C -2.277 -5.905 -0.764
C -2.475 -4.630 -1.555
O -1.762 -3.561 -0.932
C -2.081 -2.322 -1.511
H -3.426 -4.138 0.945
H -2.051 -4.962 1.736
H -3.695 -5.375 2.135
H -2.441 -6.678 -1.521
H -1.252 -6.039 -0.400
H -3.556 -4.440 -1.486
H -2.320 -4.700 -2.635
H -1.613 -2.252 -2.499
H -1.873 -1.417 -0.944
H -3.147 -2.222 -1.767
C 1.832 -4.446 -0.662
O 2.648 -4.843 0.447
C 3.559 -5.846 0.108
C 4.339 -6.437 1.231
O 4.778 -5.403 2.089
C 5.678 -5.945 3.028
H 2.387 -4.645 -1.586
H 1.784 -3.358 -0.725
H 0.899 -4.994 -0.565
H 4.332 -5.442 -0.568
H 3.130 -6.667 -0.485
H 5.200 -6.977 0.825
H 3.675 -7.162 1.728
H 6.525 -6.414 2.522
H 5.191 -6.586 3.774
H 6.066 -5.158 3.679
C 4.059 -3.089 5.566
O 3.299 -2.648 4.456
C 2.111 -1.973 4.746
C 1.416 -1.559 3.419
O 1.530 -2.634 2.520
C 0.318 -3.264 2.098
H 3.901 -4.147 5.778
H 3.815 -2.438 6.413
H 5.096 -2.878 5.302
H 2.362 -0.989 5.173
H 1.471 -2.488 5.470
H 1.999 -0.692 3.098
H 0.405 -1.182 3.607
H 0.486 -4.264 1.716
H 0.036 -2.578 1.289
H -0.464 -3.218 2.864
C -2.716 -0.708 1.614
O -3.520 0.011 2.511
C -4.708 0.607 2.123
C -5.235 1.675 3.101
O -6.433 2.204 2.630
C -6.776 3.497 3.131
H -2.626 -0.236 0.629
H -2.994 -1.748 1.414
H -1.737 -0.654 2.090
H -5.491 -0.155 2.019
H -4.623 1.165 1.181
H -4.505 2.488 3.224
H -5.217 1.267 4.122
H -5.902 4.147 3.048
H -7.063 3.442 4.185
H -7.633 3.737 2.509
C 1.874 7.319 2.239
O 0.940 6.268 2.407
C -0.081 6.306 1.444
C -0.669 4.908 1.312
O -1.227 4.455 2.544
C -1.733 3.143 2.524
H 2.397 7.188 1.286
H 2.658 7.248 2.990
H 1.308 8.253 2.305
H 0.292 6.630 0.464
H -0.774 7.080 1.803
H 0.055 4.124 1.071
H -1.413 4.859 0.514
H -0.994 2.338 2.462
H -2.419 3.009 1.679
H -2.275 3.044 3.463
*
```

E_LUMO (alpha / beta): 1.887 / 1.619 eV
highest occupied orbital energy (alpha / beta): -6.03 / -6.20 eV
maximum force: 3.542 eV/Å
frontier orbital gap (alpha / beta): 7.92 / 7.82 eV
electronic energy: -129919.757 eV
energy relative to the best compared isomer or geometry (same formula, charge and spin): 1.099 eV
⟨S²⟩: 30.011

=====

ORCA calculation (ωB97M-V/def2-TZVPD) on a 8-piece molecular cluster, C30H86Cl4N14O8P4 overall at a distorted geometry.

Geometry as ORCA input:
```
! RIJCOSX wB97M-V def2-TZVPD def2/J DEFGRID3
* xyz 0 1
C -5.443 -14.629 13.443
N -6.508 -14.800 14.461
C -7.239 -16.096 14.274
P -6.406 -13.972 15.910
O -5.238 -14.400 16.731
N -6.246 -12.332 15.475
C -5.165 -11.485 15.938
C -7.241 -11.705 14.653
N -7.904 -14.219 16.644
C -9.205 -13.928 16.012
C -7.865 -14.263 18.161
H -4.768 -13.804 13.672
H -5.785 -14.507 12.415
H -4.852 -15.543 13.504
H -8.053 -16.096 14.999
H -6.534 -16.883 14.542
H -7.666 -16.208 13.277
H -4.298 -11.168 15.358
H -5.476 -10.628 16.535
H -4.610 -11.973 16.740
H -6.873 -10.709 14.406
H -7.334 -12.275 13.729
H -8.226 -11.802 15.109
H -9.096 -13.810 14.934
H -9.861 -14.789 16.141
H -9.655 -13.079 16.526
H -7.487 -13.285 18.457
H -7.307 -15.129 18.517
H -8.925 -14.295 18.415
C 3.740 -8.793 19.743
N 4.071 -8.001 18.537
C 2.997 -7.772 17.574
P 5.752 -8.057 18.091
O 6.595 -7.952 19.295
N 6.018 -9.377 16.998
C 7.332 -9.782 16.706
C 5.115 -10.389 16.804
N 6.023 -6.629 17.153
C 6.765 -5.552 17.728
C 5.954 -6.684 15.644
H 2.694 -8.758 20.049
H 4.269 -8.484 20.644
H 4.005 -9.813 19.466
H 2.568 -8.689 17.168
H 3.286 -7.227 16.675
H 2.208 -7.317 18.172
H 7.626 -10.744 17.125
H 7.580 -9.762 15.645
H 7.966 -8.995 17.113
H 5.162 -11.066 17.657
H 4.112 -9.975 16.703
H 5.313 -10.809 15.817
H 6.972 -4.782 16.985
H 6.178 -5.119 18.538
H 7.725 -5.810 18.175
H 6.908 -7.022 15.238
H 5.641 -5.705 15.281
H 5.130 -7.362 15.422
C 0.715 -12.968 17.797
N 0.175 -14.245 18.000
C -0.112 -14.630 19.473
P -0.168 -15.318 16.668
O -0.992 -16.419 17.129
N -0.979 -14.445 15.490
C -2.073 -13.571 15.846
C -0.907 -14.658 14.031
N 1.370 -15.681 15.911
C 1.653 -17.142 15.937
C 2.107 -14.801 15.074
H 0.291 -12.294 18.541
H 0.657 -12.561 16.788
H 1.763 -12.994 18.095
H -0.527 -13.745 19.956
H 0.822 -14.882 19.973
H -0.841 -15.430 19.603
H -2.828 -14.182 16.340
H -1.762 -12.822 16.574
H -2.470 -13.149 14.923
H -0.664 -13.718 13.535
H -0.074 -15.268 13.681
H -1.834 -15.106 13.676
H 1.261 -17.704 15.090
H 2.731 -17.273 15.836
H 1.100 -17.658 16.722
H 2.725 -15.274 14.311
H 2.792 -14.232 15.703
H 1.338 -14.156 14.648
C 6.343 -10.137 12.765
N 6.030 -10.938 11.578
C 7.159 -11.721 10.980
P 4.551 -10.691 10.766
O 4.047 -11.683 9.725
N 3.303 -10.620 11.943
C 3.075 -11.863 12.664
C 2.038 -10.015 11.496
N 4.703 -9.039 10.172
C 5.349 -8.792 8.849
C 4.650 -7.873 11.099
H 7.213 -9.550 12.469
H 6.577 -10.777 13.616
H 5.595 -9.447 13.156
H 7.254 -12.609 11.604
H 8.104 -11.179 10.948
H 6.809 -11.954 9.974
H 3.892 -12.068 13.356
H 2.213 -11.742 13.320
H 2.850 -12.501 11.809
H 2.239 -9.315 10.685
H 1.211 -10.654 11.189
H 1.679 -9.495 12.384
H 5.535 -7.719 8.801
H 6.239 -9.411 8.734
H 4.554 -8.993 8.131
H 5.669 -7.530 11.278
H 3.989 -8.079 11.941
H 4.002 -7.272 10.461
C -2.178 -10.695 9.122
N -1.999 -10.102 10.436
O -1.204 -9.190 10.432
O -2.618 -10.469 11.339
H -1.932 -11.756 9.166
H -1.584 -10.044 8.481
H -3.247 -10.798 8.935
C -1.217 -9.674 14.432
N 0.165 -10.224 14.579
O 1.034 -9.402 14.873
O 0.294 -11.430 14.542
H -1.849 -10.014 15.252
H -1.649 -10.083 13.519
H -1.160 -8.587 14.372
Cl 0.833 -4.962 16.473
C 0.282 -4.231 14.963
C -0.172 -5.254 13.956
Cl -1.088 -4.417 12.597
H 1.025 -3.479 14.700
H -0.534 -3.572 15.260
H -0.821 -5.947 14.493
H 0.628 -5.775 13.431
Cl -4.112 -8.590 15.109
C -4.596 -6.980 14.501
C -5.036 -6.020 15.645
Cl -3.759 -5.667 16.806
H -5.382 -7.172 13.770
H -3.709 -6.678 13.945
H -5.838 -6.460 16.238
H -5.408 -5.062 15.282
*
```

E_LUMO: 0.012 eV
highest occupied orbital energy: -7.78 eV
SMILES: CN(C)P(=O)(N(C)C)N(C)C.CN(C)P(=O)(N(C)C)N(C)C.CN(C)P(=O)(N(C)C)N(C)C.CN(C)P(=O)(N(C)C)N(C)C.C[N+](=O)[O-].C[N+](=O)[O-].ClCCCl.ClCCCl
maximum force: 5.099 eV/Å
frontier orbital gap: 7.79 eV
electronic energy: -156987.033 eV
energy relative to the best compared isomer or geometry (same formula, charge and spin): 5.219 eV

=====

ORCA calculation (ωB97M-V/def2-TZVPD) on a 13-piece molecular cluster, C30H86NO17P2 overall at a distorted geometry.

Geometry as ORCA input:
```
! RIJCOSX wB97M-V def2-TZVPD def2/J DEFGRID3
* xyz -1 1
C -0.306 1.304 1.514
C 0.257 0.834 0.105
C -1.023 0.696 -0.849
C 1.237 1.883 -0.553
N 2.491 1.861 0.212
C 3.624 2.448 -0.519
P 3.960 4.264 -0.050
P 2.250 5.160 0.957
O 1.780 4.251 2.050
O 0.958 5.481 -0.053
O 2.669 6.610 1.716
C 4.916 1.614 -0.074
O 5.616 1.017 -0.907
O 5.177 1.553 1.196
H 0.004 0.523 2.265
H 0.034 2.330 1.794
H -1.435 1.273 1.506
H 0.745 -0.172 0.127
H -1.543 1.682 -0.771
H -1.653 -0.114 -0.414
H -0.643 0.467 -1.877
H 0.743 2.891 -0.587
H 1.370 1.541 -1.629
H 2.704 0.885 0.425
H 3.539 2.402 -1.635
H 4.989 4.271 0.950
H 1.224 6.045 -0.806
H 2.042 6.622 2.469
C 6.183 0.021 4.472
C 5.839 1.376 5.061
O 6.219 2.409 4.171
H 7.254 -0.049 4.271
H 5.897 -0.786 5.154
H 5.670 -0.127 3.517
H 6.370 1.529 6.004
H 4.764 1.454 5.253
H 5.732 2.263 3.349
C -5.204 3.367 -2.060
C -4.297 2.264 -2.565
O -3.639 1.636 -1.473
H -4.625 4.103 -1.501
H -5.711 3.868 -2.888
H -5.960 2.967 -1.376
H -3.532 2.672 -3.226
H -4.866 1.508 -3.119
H -4.318 1.268 -0.894
C 1.913 2.525 7.967
C 2.175 1.515 6.867
O 1.023 1.368 6.045
H 1.066 2.211 8.581
H 2.789 2.642 8.609
H 1.656 3.500 7.543
H 2.410 0.538 7.294
H 3.015 1.829 6.242
H 0.825 2.231 5.661
C -3.150 -3.911 0.258
C -2.206 -2.871 -0.318
O -1.302 -2.411 0.679
H -3.715 -3.494 1.095
H -3.852 -4.263 -0.502
H -2.595 -4.763 0.643
H -2.765 -2.008 -0.684
H -1.630 -3.288 -1.151
H -0.802 -3.174 0.993
C -5.149 -8.144 0.670
C -4.197 -7.107 0.107
O -3.293 -6.662 1.118
H -5.716 -7.728 1.507
H -5.849 -8.487 -0.094
H -4.598 -9.007 1.055
H -4.749 -6.241 -0.255
H -3.620 -7.520 -0.724
H -2.801 -7.431 1.428
C 7.076 5.350 -3.220
C 5.778 6.126 -3.332
O 5.407 6.653 -2.064
H 6.972 4.534 -2.502
H 7.368 4.933 -4.187
H 7.881 5.995 -2.857
H 4.972 5.474 -3.673
H 5.878 6.954 -4.043
H 6.118 7.235 -1.771
C -5.992 -5.976 -3.798
C -4.608 -6.312 -3.279
O -4.517 -7.705 -2.977
H -6.753 -6.240 -3.059
H -6.076 -4.912 -4.026
H -6.215 -6.548 -4.703
H -4.398 -5.757 -2.366
H -3.844 -6.061 -4.018
H -4.695 -8.192 -3.790
C 2.898 -3.114 5.774
C 3.139 -3.053 4.277
O 2.352 -2.023 3.695
H 1.842 -3.297 5.984
H 3.492 -3.908 6.235
H 3.158 -2.163 6.247
H 2.859 -3.996 3.806
H 4.195 -2.858 4.059
H 2.607 -1.187 4.106
C -4.642 -2.096 -6.073
C -3.257 -2.438 -5.556
O -3.166 -3.829 -5.260
H -5.402 -2.361 -5.335
H -4.724 -1.031 -6.296
H -4.866 -2.663 -6.981
H -3.046 -1.887 -4.639
H -2.492 -2.184 -6.296
H -3.344 -4.313 -6.075
C 9.315 7.581 -6.376
C 8.019 8.362 -6.482
O 7.654 8.895 -5.214
H 9.212 6.767 -5.656
H 9.599 7.162 -7.343
H 10.125 8.223 -6.020
H 7.209 7.714 -6.817
H 8.119 9.187 -7.196
H 8.368 9.475 -4.924
C -3.279 7.431 0.309
C -3.585 6.047 -0.232
O -2.604 5.665 -1.190
H -3.257 8.162 -0.501
H -4.028 7.739 1.042
H -2.295 7.450 0.785
H -4.558 6.037 -0.725
H -3.598 5.305 0.573
H -1.746 5.666 -0.747
C -6.237 -11.535 3.213
C -7.455 -10.726 2.811
O -7.923 -11.140 1.532
H -5.439 -11.416 2.476
H -5.864 -11.222 4.190
H -6.478 -12.601 3.254
H -7.205 -9.666 2.750
H -8.263 -10.849 3.539
H -8.150 -12.075 1.593
*
```

E_LUMO: 1.748 eV
highest occupied orbital energy: -4.66 eV
maximum force: 3.509 eV/Å
frontier orbital gap: 6.41 eV
electronic energy: -87378.848 eV